94
Properties=species:S:1:pos:R:3:lowdin_charge:R:1 method="wB97M-V/def2-TZVPD" e_homo_ev=-9.755 e_lumo_ha=-0.049 e_tot_ha=-5041.006273 homo_lumo_gap_ev=8.41
C 5.55 4.79 -2.23 -0.083
C 4.50 5.78 -2.68 -0.286
O 3.20 5.48 -2.22 -0.156
C 3.02 5.59 -0.82 -0.225
C 1.74 6.37 -0.51 -0.168
C 0.55 5.46 -0.20 -0.207
C -0.77 6.22 -0.19 -0.169
C -1.91 5.49 0.54 -0.106
C -2.42 4.36 -0.30 -0.073
C -3.32 4.55 -1.37 -0.136
C -3.94 5.89 -1.53 -0.691
Cl -3.37 6.94 -2.76 0.784
C -4.95 6.24 -0.72 -0.743
C -5.53 5.36 0.35 -0.083
Cl -5.67 7.79 -0.83 0.705
C -3.69 3.50 -2.22 -0.079
C -4.65 3.76 -3.35 -0.020
C -4.08 4.18 -4.70 -0.520
O -4.76 4.16 -5.68 0.145
O -2.82 4.66 -4.74 0.077
C -3.22 2.20 -1.97 -0.016
C -3.66 1.04 -2.81 -0.413
O -4.51 0.27 -2.46 0.161
N -3.11 0.97 -4.10 0.207
C -1.74 1.21 -4.31 -0.485
O -1.26 1.69 -5.27 0.206
F -0.99 0.83 -3.26 0.141
C -2.40 2.00 -0.88 -0.022
C -2.00 3.05 -0.07 -0.005
C -1.14 2.49 1.01 -0.401
O -0.52 3.04 1.88 0.118
N -1.20 1.07 0.86 -0.301
S 0.10 0.11 1.46 0.908
C -1.81 0.74 -0.37 -0.423
O -1.80 -0.34 -0.87 0.122
H 5.81 4.92 -1.17 0.067
H 5.21 3.77 -2.38 0.080
H 6.47 4.94 -2.79 0.074
H 4.78 6.80 -2.39 0.118
H 4.44 5.77 -3.76 0.116
H 2.96 4.58 -0.39 0.126
H 3.87 6.09 -0.36 0.116
H 1.93 6.98 0.37 0.116
H 1.50 7.01 -1.35 0.123
H 0.70 4.97 0.76 0.108
H 0.53 4.66 -0.95 0.123
H -1.09 6.32 -1.23 0.088
H -0.64 7.22 0.20 0.122
H -1.55 5.08 1.48 0.112
H -2.70 6.22 0.72 0.110
H -5.53 4.32 0.05 0.088
H -4.94 5.45 1.26 0.090
H -6.53 5.69 0.59 0.071
H -5.23 2.87 -3.58 0.133
H -5.37 4.53 -3.05 0.137
H -2.20 4.11 -4.25 0.102
H -3.41 0.12 -4.56 0.175
H 0.51 -0.36 0.27 -0.105
C -1.42 -3.33 2.90 -0.044
C 0.04 -3.78 3.14 -0.443
C 0.61 -4.85 2.20 -0.297
F -0.05 -6.01 2.32 0.097
F 1.90 -5.06 2.53 0.088
F 0.21 -4.16 4.42 0.142
F 0.80 -2.68 2.92 0.069
O -2.40 -3.90 3.75 0.054
C -3.06 -5.05 3.44 -0.551
C -2.84 -6.12 4.51 -0.286
F -1.53 -6.43 4.59 0.101
F -3.52 -7.23 4.16 0.101
F -2.75 -5.51 2.21 0.154
F -4.38 -4.78 3.44 0.144
H -1.41 -2.28 3.16 0.133
H -1.69 -3.40 1.85 0.150
H 0.56 -4.51 1.16 0.175
H -3.19 -5.76 5.48 0.176
C 4.15 -7.42 1.89 -0.045
C 4.30 -7.41 0.36 -0.440
C 3.63 -8.54 -0.43 -0.308
F 4.17 -9.73 -0.11 0.099
F 3.84 -8.32 -1.75 0.098
F 5.60 -7.32 0.02 0.139
F 3.68 -6.27 -0.07 0.095
O 5.24 -7.91 2.64 0.055
C 5.36 -9.23 2.97 -0.551
C 6.66 -9.82 2.42 -0.287
F 6.66 -9.75 1.07 0.102
F 6.74 -11.11 2.79 0.100
F 4.30 -9.96 2.61 0.155
F 5.46 -9.30 4.32 0.142
H 4.09 -6.37 2.16 0.137
H 3.20 -7.87 2.19 0.148
H 2.56 -8.56 -0.24 0.173
H 7.52 -9.27 2.81 0.175

---

84
Properties=species:S:1:pos:R:3:lowdin_charge:R:1 method="wB97M-V/def2-TZVPD" total_charge=-2 e_homo_ev="-1.838 / -1.837" e_lumo_ha="0.136 / 0.136" e_tot_ha=-10410.708951 homo_lumo_gap_ev="5.54 / 5.54"
Ti -0.40 -0.70 0.40 0.559
C -3.73 -1.21 2.93 -0.049
C -2.51 -0.43 3.25 -0.348
N -1.44 -0.25 2.49 0.099
C -0.59 0.55 3.21 -0.119
C -1.14 0.86 4.42 -0.077
N -2.36 0.24 4.42 0.180
C -0.71 1.65 5.59 -0.508
O 0.48 2.20 5.52 0.116
O -1.44 1.74 6.55 0.062
C 0.72 0.93 2.62 -0.539
O 1.49 1.65 3.27 0.056
O 0.96 0.45 1.47 -0.120
H -3.53 -1.87 2.09 -0.009
H -4.56 -0.55 2.65 0.088
H -4.04 -1.80 3.80 0.077
H -3.00 0.28 5.19 0.164
H 0.94 1.98 4.63 0.061
O -5.64 -1.17 -0.18 -0.106
C -5.41 -0.37 -1.33 -0.232
C -3.96 0.11 -1.51 -0.591
C -3.92 1.07 -2.71 -0.244
O -4.53 2.34 -2.48 -0.080
C -3.53 0.84 -0.24 -0.555
Se -1.69 1.52 -0.28 0.651
C -3.03 -1.06 -1.87 -0.523
Se -2.47 -2.20 -0.37 0.659
H -4.84 -1.71 -0.04 -0.017
H -6.06 0.50 -1.25 0.121
H -5.70 -0.92 -2.24 0.115
H -4.46 0.62 -3.56 0.124
H -2.88 1.21 -3.01 0.099
H -3.91 2.82 -1.93 0.063
H -3.60 0.16 0.61 0.000
H -4.20 1.68 -0.05 0.061
H -2.11 -0.67 -2.29 0.031
H -3.51 -1.70 -2.62 0.061
Cl 2.79 -6.86 4.01 0.616
C 2.03 -5.51 3.23 -0.727
C 0.70 -5.20 3.50 -0.704
Cl -0.19 -6.16 4.63 0.641
C 0.09 -4.12 2.87 -0.580
Cl -1.56 -3.74 3.20 0.754
C 0.77 -3.30 1.94 -0.437
O 0.20 -2.31 1.37 -0.256
C 2.13 -3.66 1.68 -0.587
Cl 2.98 -2.70 0.55 0.760
C 2.73 -4.73 2.32 -0.702
Cl 4.38 -5.12 1.96 0.643
C 0.55 -3.28 -2.46 -0.078
N 1.46 -2.17 -2.68 -0.265
C 2.58 -2.48 -3.53 -0.117
C 1.48 -1.02 -1.97 -0.241
N 0.54 -0.81 -1.08 -0.168
H 1.07 -4.11 -1.97 0.081
H 0.15 -3.65 -3.42 0.077
H -0.27 -2.96 -1.83 -0.002
H 3.24 -3.23 -3.07 0.073
H 3.15 -1.56 -3.69 0.067
H 2.24 -2.87 -4.50 0.070
O 1.70 4.99 0.32 -0.534
S 1.53 3.56 -0.07 0.997
C 3.20 2.86 -0.08 -0.344
C 3.38 1.51 -0.33 -0.066
C 4.67 1.00 -0.32 -0.071
C 5.75 1.83 -0.06 -0.104
C 5.55 3.18 0.21 -0.101
C 4.26 3.70 0.19 -0.079
C 1.33 3.56 -1.86 -0.358
C 1.47 4.75 -2.54 -0.080
C 1.30 4.77 -3.92 -0.102
C 1.00 3.59 -4.59 -0.106
C 0.86 2.40 -3.89 -0.071
C 1.02 2.38 -2.52 -0.098
H 2.54 0.85 -0.53 0.065
H 4.82 -0.05 -0.53 0.095
H 6.76 1.42 -0.04 0.090
H 6.39 3.83 0.42 0.091
H 4.06 4.74 0.41 0.099
H 1.69 5.65 -1.98 0.100
H 1.40 5.70 -4.47 0.091
H 0.87 3.61 -5.67 0.090
H 0.62 1.48 -4.41 0.103
H 0.89 1.45 -1.97 0.044

---

73
Properties=species:S:1:pos:R:3:lowdin_charge:R:1 method="wB97M-V/def2-TZVPD" total_charge=+1 e_homo_ev=-10.310 e_lumo_ha=-0.127 e_tot_ha=-2419.760505 de_lowest_kj_mol=124.6 homo_lumo_gap_ev=6.86
F 3.72 4.44 -2.13 0.137
C 3.19 4.48 -0.88 -0.530
F 3.61 3.36 -0.21 0.118
F 3.76 5.55 -0.22 0.111
C 1.69 4.62 -0.84 -0.023
N 1.22 4.54 0.54 -0.042
C 0.74 5.77 1.07 -0.238
C -0.46 6.34 0.57 -0.014
C -0.85 7.60 0.97 -0.077
C 0.00 8.40 1.75 -0.068
C 1.17 7.83 2.28 -0.071
C 1.54 6.54 1.93 -0.039
C 1.21 3.37 1.28 -0.201
C 1.26 3.41 2.69 0.016
C 1.18 2.25 3.44 -0.030
C 0.93 0.99 2.85 -0.240
C 0.66 -0.19 3.70 -0.102
C -0.18 -1.24 3.05 -0.198
C -0.20 -2.59 3.47 -0.027
C -1.10 -3.53 2.97 -0.013
C -2.18 -3.15 2.12 -0.185
N -3.14 -4.07 1.74 -0.030
C -2.81 -5.50 1.87 -0.018
C -1.97 -5.88 0.66 -0.520
F -1.56 -7.17 0.63 0.139
F -2.69 -5.62 -0.49 0.114
F -0.84 -5.09 0.59 0.113
C -4.43 -3.77 1.18 -0.218
C -4.63 -3.30 -0.15 -0.027
C -5.92 -3.16 -0.69 -0.071
C -7.05 -3.52 0.06 -0.077
C -6.87 -3.89 1.39 -0.077
C -5.59 -4.10 1.92 -0.015
C -2.21 -1.80 1.71 0.019
C -1.20 -0.93 2.09 -0.033
C 0.89 0.97 1.42 -0.019
C 1.05 2.13 0.63 0.014
H 1.48 5.62 -1.21 0.153
H 1.25 3.84 -1.45 0.129
H -1.06 5.73 -0.12 0.123
H -1.83 7.99 0.67 0.110
H -0.25 9.44 1.93 0.105
H 1.81 8.40 2.97 0.113
H 2.48 6.09 2.31 0.126
H 1.32 4.38 3.18 0.103
H 1.21 2.33 4.52 0.098
H 0.39 0.06 4.84 0.171
H 0.53 -2.93 4.23 0.110
H -0.96 -4.58 3.30 0.110
H -2.21 -5.67 2.76 0.113
H -3.73 -6.09 1.87 0.149
H -3.77 -3.06 -0.78 0.117
H -6.06 -2.76 -1.70 0.111
H -8.06 -3.51 -0.38 0.112
H -7.74 -4.02 2.03 0.106
H -5.47 -4.48 2.94 0.116
H -3.04 -1.45 1.07 0.121
H -1.24 0.08 1.70 0.108
H 0.63 0.03 0.89 0.120
H 0.96 2.06 -0.47 0.121
C 3.46 1.28 6.18 -0.157
S 3.76 -0.18 5.17 0.825
C 4.43 -1.17 6.50 -0.143
C 2.30 -0.71 4.49 -0.233
O 4.82 0.06 4.18 -0.317
H 2.80 1.06 7.03 0.093
H 4.38 1.71 6.59 0.085
H 2.96 2.07 5.58 0.064
H 3.67 -1.68 7.12 0.091
H 5.11 -1.92 6.09 0.088
H 5.01 -0.48 7.15 0.086
H 1.78 -1.34 5.23 0.090
H 2.57 -1.10 3.50 0.104

---

66
Properties=species:S:1:pos:R:3:lowdin_charge:R:1 method="wB97M-V/def2-TZVPD" total_charge=+2 e_homo_ev=-13.879 e_lumo_ha=-0.273 e_tot_ha=-1980.898321 de_lowest_kj_mol=0.0 homo_lumo_gap_ev=6.46
Ir -0.19 1.56 0.16 0.811
C 0.03 3.64 0.92 -0.304
C 0.77 3.50 -0.27 -0.286
C 1.78 2.45 -0.07 -0.292
C 1.67 2.00 1.28 -0.285
C 0.53 2.66 1.86 -0.303
C 0.04 2.44 3.25 0.017
C 2.66 1.16 2.00 0.012
C 2.84 2.07 -1.03 0.009
C 0.60 4.29 -1.52 0.010
C -1.06 4.63 1.20 -0.008
H 0.57 3.13 3.92 0.122
H 0.25 1.42 3.58 0.087
H -1.02 2.64 3.34 0.093
H 3.35 1.82 2.53 0.121
H 3.24 0.55 1.32 0.080
H 2.19 0.51 2.74 0.080
H 3.73 2.68 -0.84 0.119
H 2.54 2.24 -2.07 0.082
H 3.12 1.02 -0.93 0.089
H 1.28 5.14 -1.49 0.121
H -0.41 4.68 -1.62 0.088
H 0.85 3.70 -2.40 0.088
H -0.63 5.52 1.65 0.115
H -1.79 4.22 1.89 0.087
H -1.57 4.94 0.29 0.082
I -2.56 1.63 -0.80 1.262
C -3.50 -0.25 -0.75 -0.540
C -4.83 -0.08 -0.99 -0.166
C -5.71 -1.17 -1.01 -0.037
C -5.19 -2.41 -0.79 0.004
C -3.81 -2.61 -0.54 -0.137
C -3.38 -3.93 -0.33 0.008
C -2.08 -4.21 -0.08 -0.022
C -1.16 -3.15 -0.02 -0.080
C -1.51 -1.83 -0.23 -0.263
P -0.02 -0.77 -0.20 0.945
C 0.78 -1.04 -1.80 -0.347
C 0.76 -0.02 -2.75 -0.125
C 1.28 -0.23 -4.02 -0.055
C 1.83 -1.46 -4.35 -0.040
C 1.85 -2.49 -3.41 -0.040
C 1.32 -2.28 -2.15 -0.081
C 0.98 -1.51 1.11 -0.404
C 2.29 -1.92 0.94 -0.100
C 3.00 -2.45 2.01 -0.049
C 2.41 -2.56 3.26 -0.045
C 1.09 -2.14 3.44 -0.053
C 0.37 -1.63 2.37 -0.107
C -2.89 -1.51 -0.50 -0.170
H -5.24 0.91 -1.16 0.089
H -6.76 -1.02 -1.20 0.126
H -5.84 -3.28 -0.80 0.131
H -4.12 -4.72 -0.37 0.132
H -1.74 -5.23 0.09 0.125
H -0.14 -3.40 0.22 0.100
H 0.34 0.94 -2.51 0.058
H 1.25 0.56 -4.76 0.117
H 2.23 -1.63 -5.34 0.121
H 2.27 -3.45 -3.67 0.121
H 1.32 -3.10 -1.44 0.105
H 2.78 -1.83 -0.03 0.107
H 4.02 -2.77 1.87 0.121
H 2.96 -2.97 4.09 0.120
H 0.62 -2.24 4.41 0.119
H -0.66 -1.33 2.51 0.116

---

73
Properties=species:S:1:pos:R:3:lowdin_charge:R:1 method="wB97M-V/def2-TZVPD" e_homo_ev="-7.190 / -8.017" e_lumo_ha="0.011 / -0.044" e_tot_ha=-2476.672362 multiplicity=2 de_lowest_kj_mol=5.6 homo_lumo_gap_ev="7.49 / 6.83"
Pd -1.43 -2.07 0.60 0.957
O -2.41 -0.58 -0.36 -0.221
N -3.17 -1.00 -1.31 0.012
N -3.27 -2.25 -1.43 -0.207
O -2.66 -3.13 -0.65 -0.226
C -4.11 -2.77 -2.49 -0.162
C -4.16 -4.14 -2.65 -0.014
C -4.96 -4.67 -3.66 -0.074
C -5.70 -3.83 -4.48 -0.088
C -5.64 -2.45 -4.29 -0.077
C -4.85 -1.91 -3.29 -0.020
H -3.58 -4.77 -2.00 0.108
H -5.00 -5.74 -3.79 0.105
H -6.32 -4.24 -5.26 0.103
H -6.22 -1.79 -4.92 0.105
H -4.80 -0.84 -3.13 0.109
S 0.43 -5.36 3.05 1.063
C 0.22 -5.86 1.43 -0.382
C -0.32 -4.86 0.70 -0.212
N -0.56 -3.71 1.43 -0.151
C -0.22 -3.84 2.68 -0.437
H 0.50 -6.85 1.10 0.070
H -0.59 -4.88 -0.34 0.110
H -0.36 -3.05 3.40 0.075
C 5.84 3.82 -2.19 -0.051
C 4.73 2.96 -1.65 -0.267
C 4.09 3.27 -0.46 -0.017
C 3.07 2.48 0.06 -0.287
C 2.44 2.91 1.36 -0.054
C 2.65 1.35 -0.66 -0.360
Te 1.10 0.02 0.10 1.643
N -0.25 -0.93 1.73 -0.309
C -0.73 -0.70 2.94 -0.675
O -1.82 -1.16 3.33 -0.039
C 0.12 0.04 3.96 -0.170
C -0.52 0.56 5.08 -0.025
C 0.21 1.25 6.04 -0.079
C 1.58 1.41 5.90 -0.092
C 2.22 0.87 4.80 -0.089
C 1.50 0.19 3.83 -0.074
C -0.34 1.57 -0.04 -0.420
C -0.87 2.09 1.13 -0.131
C -1.84 3.09 1.08 -0.071
C -2.27 3.56 -0.15 -0.076
C -1.74 3.02 -1.32 -0.047
C -0.78 2.02 -1.29 -0.310
C -0.26 1.45 -2.58 -0.061
C 3.31 1.00 -1.85 -0.322
C 2.99 -0.22 -2.68 -0.092
C 4.33 1.82 -2.33 -0.027
H 6.07 4.64 -1.51 0.072
H 5.57 4.25 -3.16 0.081
H 6.75 3.24 -2.34 0.080
H 4.41 4.15 0.10 0.114
H 3.07 3.64 1.86 0.081
H 2.28 2.07 2.03 0.043
H 1.46 3.36 1.19 0.078
H -1.58 0.42 5.17 0.115
H -0.30 1.66 6.91 0.101
H 2.14 1.94 6.66 0.099
H 3.30 0.98 4.69 0.103
H 2.00 -0.24 2.98 0.072
H -0.54 1.73 2.09 0.087
H -2.24 3.49 2.00 0.106
H -3.03 4.33 -0.21 0.102
H -2.09 3.38 -2.28 0.108
H -0.83 1.84 -3.42 0.079
H -0.35 0.36 -2.59 0.067
H 0.79 1.70 -2.73 0.070
H 2.17 -0.82 -2.28 0.006
H 3.87 -0.87 -2.75 0.083
H 2.71 0.07 -3.70 0.084
H 4.82 1.55 -3.26 0.123

---

82
Properties=species:S:1:pos:R:3:lowdin_charge:R:1 method="wB97M-V/def2-TZVPD" e_homo_ev=-8.573 e_lumo_ha=-0.037 e_tot_ha=-4297.628045 de_lowest_kj_mol=15.2 homo_lumo_gap_ev=7.57
Tl -0.75 -0.62 -0.44 0.930
C -1.57 -7.14 3.26 -0.048
C -1.43 -5.65 3.15 -0.268
C -2.47 -4.86 2.69 -0.026
C -2.33 -3.48 2.58 -0.054
C -1.14 -2.89 2.96 -0.296
C -0.08 -3.65 3.45 -0.060
C -0.23 -5.03 3.53 -0.044
S -0.93 -1.15 2.73 0.600
O -2.15 -0.67 2.15 -0.302
O -0.38 -0.60 3.93 -0.260
N 0.13 -1.09 1.48 -0.189
C 1.44 -0.70 1.44 -0.414
C 2.32 -0.60 2.53 0.001
C 3.62 -0.21 2.26 -0.052
C 4.02 0.08 0.96 -0.070
C 3.08 -0.03 -0.04 -0.142
N 1.82 -0.42 0.18 0.079
H -2.54 -7.47 2.88 0.076
H -1.48 -7.47 4.30 0.084
H -0.79 -7.65 2.69 0.081
H -3.40 -5.32 2.40 0.117
H -3.13 -2.87 2.20 0.121
H 0.84 -3.18 3.76 0.112
H 0.58 -5.63 3.91 0.115
H 1.96 -0.78 3.53 0.105
H 4.32 -0.11 3.08 0.114
H 5.02 0.42 0.73 0.106
H 3.31 0.22 -1.07 0.123
O 0.01 1.06 -2.08 -0.383
S -0.41 0.33 -3.30 0.514
O 0.45 0.51 -4.44 -0.282
O -0.60 -1.08 -2.87 -0.400
C -2.04 0.89 -3.79 -0.201
C -2.13 1.29 -5.11 -0.052
C -3.33 1.69 -5.67 -0.058
C -4.48 1.68 -4.90 -0.055
C -4.41 1.29 -3.57 -0.046
C -3.21 0.90 -3.00 -0.201
S -3.34 0.45 -1.26 0.530
O -2.24 1.20 -0.59 -0.368
O -4.66 0.76 -0.84 -0.253
O -2.94 -0.98 -1.16 -0.366
H -1.22 1.29 -5.70 0.108
H -3.37 2.00 -6.71 0.110
H -5.43 1.99 -5.32 0.111
H -5.30 1.30 -2.95 0.112
O -0.21 2.11 2.35 -0.467
S 0.13 2.33 0.92 0.971
C -0.72 3.81 0.38 -0.349
C -0.86 4.08 -0.97 -0.077
C -1.53 5.23 -1.35 -0.069
C -2.06 6.08 -0.39 -0.082
C -1.94 5.78 0.96 -0.071
C -1.26 4.64 1.36 -0.054
C 1.81 2.95 0.88 -0.351
C 2.46 3.13 2.09 -0.066
C 3.78 3.57 2.07 -0.076
C 4.42 3.82 0.86 -0.089
C 3.75 3.62 -0.34 -0.077
C 2.44 3.17 -0.34 -0.081
H -0.48 3.39 -1.71 0.092
H -1.65 5.46 -2.40 0.105
H -2.60 6.97 -0.70 0.102
H -2.37 6.43 1.70 0.105
H -1.17 4.36 2.40 0.112
H 1.93 2.93 3.01 0.114
H 4.31 3.73 3.00 0.106
H 5.45 4.17 0.86 0.102
H 4.25 3.80 -1.28 0.106
H 1.91 2.99 -1.27 0.109
C 2.90 -2.93 -2.41 -0.051
N 1.49 -2.90 -2.07 -0.022
C 0.97 -3.47 -1.00 -0.837
N 1.77 -4.18 -0.19 0.140
S -0.70 -3.36 -0.64 0.754
H 3.03 -2.49 -3.39 0.099
H 3.26 -3.96 -2.45 0.092
H 3.50 -2.36 -1.69 0.077
H 0.85 -2.33 -2.62 0.088
H 2.77 -4.15 -0.27 0.099
H 1.37 -4.49 0.69 0.091